No. 1
The following is a quantum chemistry calculation of a structure of composition C43H37CrN6O9 at a distorted geometry, from OMol25.

```
! wB97M-V def2-TZVPD RIJCOSX def2/J DEFGRID3
* xyz -1 5
N -0.50022 -0.23127 3.34166
N -0.56592 0.04625 -0.73202
C -0.90092 -4.16442 0.68866
N -1.53990 -1.05059 -2.66566
C 1.14774 -2.79894 1.96485
H -2.17480 -1.32509 2.81839
C 0.63307 1.03480 -2.57277
H -3.25034 2.33822 -2.98512
H 2.11189 -4.68181 2.19283
C -0.32869 0.48065 5.69892
C -1.70497 6.78253 1.92471
H -4.26376 -3.77757 -5.13087
C 0.40837 3.32847 -3.21673
H -3.06364 6.61979 3.60289
C -1.64596 -0.83994 3.61711
O -0.24644 1.99592 1.56596
C -2.20950 4.71856 2.89976
C -3.24121 -3.63502 -4.74701
H 1.86851 -2.27277 2.65540
C 1.50325 0.76432 3.95533
C -0.67747 3.47274 -2.34323
H -1.61309 8.75064 -0.37102
O -2.16314 2.04129 2.82061
H -1.91215 -0.11612 6.95076
C -1.56435 -0.16358 5.91811
C 5.83523 -1.28913 -0.79843
O 0.47087 -2.90915 -3.11174
H -3.39577 -6.15421 0.23299
C -1.73459 -2.18967 -3.48263
H -3.23664 -1.30064 5.00475
H 7.93669 -1.20310 -0.42379
C -1.03797 8.32802 0.46299
C 0.15258 -2.08265 1.29540
H -1.47748 -0.15159 -3.19669
C -0.37801 1.14583 -1.65336
H 0.25993 -5.91710 1.12349
C -0.69257 -2.76545 0.39710
Cr 0.14389 -0.02973 1.30144
H -3.83091 -2.04911 -3.39249
C 0.14113 -4.84905 1.29255
C 3.08621 0.15837 1.06113
C -1.29667 4.04609 1.96780
H 1.49861 -4.74199 -2.97365
C -0.96211 -4.23088 -4.64610
H 0.24610 0.97214 6.48780
N -1.30973 -2.26592 -0.73608
H -2.77366 4.09302 3.60943
C -0.61032 4.79275 1.04379
C -1.26501 2.55813 2.14209
C -2.29340 -6.13201 0.27547
C 4.36660 0.01867 0.58603
H 2.51695 -3.23678 -3.04902
C -0.71680 -3.15385 -3.77059
C -2.26919 -0.75756 4.88286
C 5.50999 0.59776 1.20918
H 7.61814 0.48939 1.34859
C 0.95328 2.07167 -3.42481
O -2.39264 2.28765 -1.07946
N 2.98168 0.44181 2.35326
C -0.95137 6.13383 0.92458
O 3.53489 -1.15249 -1.24371
H 5.44962 1.47058 1.79879
H 2.35294 0.96802 4.60567
C 6.75490 0.07494 0.91128
H -1.79568 -6.70340 -0.53309
C 0.17365 0.40199 4.34897
H -2.36139 -5.24111 -5.89453
C -1.17362 2.35578 -1.68102
H -1.02535 4.49672 -2.22008
C -3.03806 -2.59490 -3.85311
H 5.87775 -2.10378 -1.57533
N 1.72228 0.39544 2.69577
C -2.20139 -4.42246 -5.16710
H 1.74323 -3.92233 -4.49232
H -2.06887 -2.82378 -1.06680
H 2.67760 -0.69806 -0.70923
O 2.09150 -0.17685 0.26226
H -2.02726 -6.45078 1.25642
C 4.58159 -0.76212 -0.55514
C -2.31819 6.10606 2.91900
C -3.56336 2.46605 -1.92956
H -4.28159 1.67467 -1.62686
C 1.57411 -3.74545 -3.39449
H 0.15079 4.37109 0.32493
O -0.54782 7.09458 -0.03057
H -0.09281 -4.96986 -4.85807
C 6.96042 -0.88890 -0.11435
O -1.94268 -4.73725 0.04277
O -1.92714 8.14047 1.61934
H -0.25535 8.95089 0.95905
H 1.16159 0.05495 -2.70557
H 1.65857 1.92452 -4.21286
H 0.78862 4.17175 -3.78422
H -4.01829 3.46160 -1.66641
C 1.23422 -4.16564 1.80779
C -1.04885 -1.06356 -1.35303
*
```

## Properties
Frontier orbital gap (alpha / beta)   4.011 / 6.055 eV
⟨S²⟩   6.083
Electronic energy   -3710.88934 Ha

The net atomic charges from Mulliken, expressed in e, are: number 1, N, carries 0.953; number 2, N, carries 1.259; number 3, C, carries 0.063; number 4, N, carries 0.451; number 5, C, carries -0.678; number 6, H, carries 0.399; number 7, C, carries 0.752; number 8, H, carries 0.333; number 9, H, carries 0.404; number 10, C, carries -1.198; number 11, C, carries 0.728; number 12, H, carries 0.331; number 13, C, carries -0.717; number 14, H, carries 0.290; number 15, C, carries -0.204; number 16, O, carries -0.613; number 17, C, carries -0.843; number 18, C, carries -0.827; number 19, H, carries 0.210; number 20, C, carries -1.144; number 21, C, carries -0.607; number 22, H, carries 0.254; number 23, O, carries -0.758; number 24, H, carries 0.351; number 25, C, carries -0.272; number 26, C, carries -0.647; number 27, O, carries -0.073; number 28, H, carries 0.256; number 29, C, carries -0.488; number 30, H, carries 0.344; number 31, H, carries 0.417; number 32, C, carries -0.213; number 33, C, carries 0.366; number 34, H, carries 0.359; number 35, C, carries -1.243; number 36, H, carries 0.395; number 37, C, carries 0.781; number 38, Cr, carries -0.196; number 39, H, carries 0.508; number 40, C, carries -0.248; number 41, C, carries 0.650; number 42, C, carries 0.190; number 43, H, carries 0.403; number 44, C, carries -0.769; number 45, H, carries 0.433; number 46, N, carries 0.108; number 47, H, carries 0.412; number 48, C, carries -0.524; number 49, C, carries 0.497; number 50, C, carries -0.939; number 51, C, carries 0.323; number 52, H, carries 0.119; number 53, C, carries 1.193; number 54, C, carries -1.180; number 55, C, carries -0.510; number 56, H, carries 0.364; number 57, C, carries -1.048; number 58, O, carries -0.089; number 59, N, carries -1.586; number 60, C, carries 0.580; number 61, O, carries -0.445; number 62, H, carries 0.441; number 63, H, carries 0.445; number 64, C, carries -0.702; number 65, H, carries 0.298; number 66, C, carries 0.711; number 67, H, carries 0.366; number 68, C, carries 0.241; number 69, H, carries 0.470; number 70, C, carries -0.485; number 71, H, carries 0.236; number 72, N, carries 1.843; number 73, C, carries -0.337; number 74, H, carries 0.387; number 75, H, carries 0.370; number 76, H, carries 0.309; number 77, O, carries -0.119; number 78, H, carries 0.404; number 79, C, carries -0.134; number 80, C, carries -0.741; number 81, C, carries -0.901; number 82, H, carries 0.224; number 83, C, carries -0.990; number 84, H, carries 0.502; number 85, O, carries -0.482; number 86, H, carries 0.214; number 87, C, carries -0.459; number 88, O, carries -0.364; number 89, O, carries -0.494; number 90, H, carries 0.256; number 91, H, carries 0.379; number 92, H, carries 0.492; number 93, H, carries 0.425; number 94, H, carries 0.268; number 95, C, carries -1.218; number 96, C, carries -0.274

No. 2
The following is a quantum chemistry calculation of a cluster of 2 separate species, C2H4BrF2N2 in total at a distorted geometry, from OMol25.

```
! wB97M-V def2-TZVPD RIJCOSX def2/J DEFGRID3
* xyz 1 1
C 0.37614 -0.14352 -0.88808
N 0.57517 -1.01738 0.05090
F -1.33862 1.04799 1.79361
C -2.33754 0.25437 1.43595
H -0.16723 -1.62631 0.46124
H 0.94146 1.68565 -1.48882
H 2.16391 0.76954 -0.47638
Br -1.03306 -0.05160 -2.04370
F -1.79082 -0.91875 1.55545
N 1.23580 0.84230 -0.98916
H 1.37478 -0.84230 0.58899
*
```

## Properties
Frontier orbital gap   10.926 eV
Electronic energy   -2961.52794 Ha

The net atomic charges from natural (NBO), expressed in e, are: number 1, C, carries 0.411; number 2, N, carries -0.717; number 3, F, carries -0.339; number 4, C, carries 0.694; number 5, H, carries 0.466; number 6, H, carries 0.454; number 7, H, carries 0.435; number 8, Br, carries 0.271; number 9, F, carries -0.348; number 10, N, carries -0.742; number 11, H, carries 0.414

No. 3
The following is a quantum chemistry calculation of the molecule C5H7NO at a distorted geometry, from OMol25.

```
! wB97M-V def2-TZVPD RIJCOSX def2/J DEFGRID3
* xyz 0 1
O -0.28364 -1.08320 0.70975
H -2.71608 -0.73147 0.90284
H 0.76183 0.22648 -1.11246
C -1.08303 -0.75624 -0.59601
C -2.34665 -0.23373 0.01253
H 2.82122 0.42714 1.00356
H 2.99643 -0.03572 -0.69473
N 1.09577 0.61524 -0.20771
H -1.27564 1.74810 -0.43459
H -3.09774 0.01947 -0.73356
C 2.32906 -0.08109 0.16916
H 2.15971 -1.13327 0.42822
C -0.07746 0.20513 0.43949
C -1.28379 0.81318 0.11351
*
```

## Properties
Frontier orbital gap   10.019 eV
SMILES   CN[C@]12O[C@@]13C[C@H]32
Electronic energy   -324.52563 Ha

The net atomic charges from natural (NBO), expressed in e, are: number 1, O, carries -0.506; number 2, H, carries 0.234; number 3, H, carries 0.402; number 4, C, carries 0.042; number 5, C, carries -0.497; number 6, H, carries 0.198; number 7, H, carries 0.208; number 8, N, carries -0.645; number 9, H, carries 0.242; number 10, H, carries 0.230; number 11, C, carries -0.423; number 12, H, carries 0.201; number 13, C, carries 0.511; number 14, C, carries -0.196

> Which value of electronic energy does entry 2 give?

-2961.52794 Ha

Please write out number 3 again, unchanged.
The following is a quantum chemistry calculation of the molecule C5H7NO at a distorted geometry, from OMol25.

```
! wB97M-V def2-TZVPD RIJCOSX def2/J DEFGRID3
* xyz 0 1
O -0.28364 -1.08320 0.70975
H -2.71608 -0.73147 0.90284
H 0.76183 0.22648 -1.11246
C -1.08303 -0.75624 -0.59601
C -2.34665 -0.23373 0.01253
H 2.82122 0.42714 1.00356
H 2.99643 -0.03572 -0.69473
N 1.09577 0.61524 -0.20771
H -1.27564 1.74810 -0.43459
H -3.09774 0.01947 -0.73356
C 2.32906 -0.08109 0.16916
H 2.15971 -1.13327 0.42822
C -0.07746 0.20513 0.43949
C -1.28379 0.81318 0.11351
*
```

## Properties
Frontier orbital gap   10.019 eV
SMILES   CN[C@]12O[C@@]13C[C@H]32
Electronic energy   -324.52563 Ha

The net atomic charges from natural (NBO), expressed in e, are: number 1, O, carries -0.506; number 2, H, carries 0.234; number 3, H, carries 0.402; number 4, C, carries 0.042; number 5, C, carries -0.497; number 6, H, carries 0.198; number 7, H, carries 0.208; number 8, N, carries -0.645; number 9, H, carries 0.242; number 10, H, carries 0.230; number 11, C, carries -0.423; number 12, H, carries 0.201; number 13, C, carries 0.511; number 14, C, carries -0.196

> Look up the electronic energy of the first one.

-3710.88934 Ha

> Number 3 is which compound?

C5H7NO